The following is a DFT calculation (the ωB97M-V functional and the def2-TZVPD basis) of a cluster of 15 separate species, C26H59N15O32S in total in a non-equilibrium geometry.

Structure (XYZ):
```
133
Properties=species:S:1:pos:R:3:mulliken_charge:R:1
O 1.2029 -1.5136 -0.8796 -0.291
S 1.7700 -0.1978 -0.7916 1.058
O 3.2033 -0.1732 -0.9325 -0.735
O 1.4544 0.4171 0.6511 -0.598
C 0.1110 0.9428 0.7885 0.390
C -0.9365 -0.1668 0.7714 0.062
C -0.7022 -1.3116 1.5192 -0.379
C -1.5960 -2.3590 1.5702 -0.927
C -2.7506 -2.2138 0.7920 -0.591
C -2.9003 -1.0387 0.0806 -0.437
N -2.0496 -0.0144 0.0586 -0.275
C -0.1639 2.0944 -0.1543 -0.952
C -0.1466 1.6952 -1.6440 -0.714
C 1.1268 0.9273 -2.0496 0.281
C 1.0277 0.1537 -3.3944 0.031
C -0.3015 0.3076 -4.1472 -0.755
C -1.4804 -0.5786 -3.6790 -0.573
O -1.0952 -1.7838 -3.0469 -0.189
H 0.0652 1.3504 1.8026 0.706
H 0.2103 -1.3719 2.1034 0.522
H -1.4141 -3.2393 2.1716 0.609
H -3.4926 -2.9993 0.7489 0.471
H -3.7985 -0.9307 -0.5232 0.368
H -1.0968 2.5759 0.0899 0.574
H 0.6578 2.8026 -0.0194 0.037
H -1.0685 1.1581 -1.8338 -0.071
H -0.1145 2.6385 -2.1930 0.556
H 1.9205 1.6711 -2.1352 0.544
H 1.2724 -0.8995 -3.2648 0.351
H 1.7972 0.5532 -4.0400 -0.642
H -0.0872 0.0010 -5.1773 0.641
H -0.6047 1.3545 -4.2233 0.215
H -2.1424 -0.0640 -2.9893 0.508
H -2.0746 -0.8207 -4.5586 0.052
H -0.6983 -2.3841 -3.6874 0.272
C 1.2814 -1.2817 5.4493 -0.496
N 0.1723 -0.2968 5.5551 0.988
O 0.1961 0.4902 6.4812 -0.588
O -0.6913 -0.3537 4.7066 -0.496
H 1.9669 -1.1101 6.2717 0.317
H 0.8349 -2.2754 5.4958 0.106
H 1.7731 -1.1272 4.4931 0.199
C -5.7257 1.1451 -5.7873 -0.844
N -4.4755 0.4831 -5.3229 0.929
O -3.9383 0.9278 -4.3314 -0.517
O -4.0884 -0.4624 -5.9799 -0.524
H -5.9502 1.9629 -5.1131 0.325
H -5.5475 1.5036 -6.7966 0.293
H -6.5126 0.3968 -5.7753 0.303
C 4.4042 3.3499 0.2524 -0.723
N 3.2881 4.3311 0.3229 1.006
O 3.2886 5.1432 1.2250 -0.578
O 2.4363 4.2516 -0.5396 -0.543
H 5.0822 3.5394 1.0759 0.343
H 3.9707 2.3539 0.3192 0.182
H 4.9008 3.4887 -0.7017 0.343
C 2.5647 -4.0437 -0.2822 -0.686
N 2.4486 -5.5181 -0.1233 1.008
O 2.3337 -5.9710 0.9941 -0.565
O 2.4724 -6.1891 -1.1417 -0.567
H 2.5266 -3.5876 0.6989 0.299
H 3.5131 -3.8430 -0.7721 0.295
H 1.7362 -3.7080 -0.8968 0.222
C 4.3764 -8.4894 -2.1237 -0.609
N 5.5603 -8.6631 -3.0102 0.882
O 6.2171 -7.6783 -3.2757 -0.528
O 5.7883 -9.7860 -3.4090 -0.551
H 4.2975 -7.4471 -1.8498 0.263
H 3.5023 -8.8127 -2.6800 0.261
H 4.5319 -9.1139 -1.2490 0.284
C 3.7657 1.7050 -7.4500 -0.793
N 3.1960 1.1883 -6.1752 0.795
O 3.6515 1.6149 -5.1317 -0.488
O 2.3099 0.3675 -6.2645 -0.478
H 4.5412 2.4239 -7.2138 0.298
H 4.1679 0.8550 -7.9928 0.308
H 2.9549 2.1691 -8.0032 0.302
C 6.8377 2.3797 -4.1541 -0.664
N 7.4433 2.6739 -2.8256 0.912
O 6.7397 2.5141 -1.8476 -0.534
O 8.5936 3.0490 -2.8102 -0.550
H 5.8138 2.0614 -3.9994 0.218
H 6.8792 3.2921 -4.7419 0.295
H 7.4285 1.5936 -4.6151 0.309
C -3.5888 -3.9437 -5.8302 -0.548
N -4.7802 -4.8241 -5.6969 0.948
O -5.7310 -4.4021 -5.0729 -0.549
O -4.7200 -5.9149 -6.2268 -0.575
H -3.7844 -3.0145 -5.3096 0.251
H -2.7462 -4.4640 -5.3888 0.114
H -3.4283 -3.7711 -6.8906 0.345
C -0.0348 6.0257 2.0233 -0.660
N -1.1743 5.0880 2.2304 0.927
O -2.1164 5.4737 2.8889 -0.538
O -1.0810 3.9907 1.7170 -0.594
H -0.2595 6.9577 2.5315 0.269
H 0.8545 5.5561 2.4323 0.250
H 0.0717 6.1757 0.9530 0.269
C -0.6165 -5.9388 6.1174 -0.807
N 0.2236 -4.8784 5.5041 0.908
O -0.3387 -3.8973 5.0472 -0.485
O 1.4224 -5.0435 5.5069 -0.538
H -1.6531 -5.6468 6.0427 0.333
H -0.4256 -6.8624 5.5776 0.328
H -0.3114 -6.0252 7.1544 0.277
C -1.0911 -5.7042 -1.8223 -0.760
N -1.4693 -4.7118 -2.8609 1.099
O -0.6178 -4.3850 -3.6730 -0.639
O -2.6005 -4.2909 -2.8381 -0.487
H -0.0558 -5.9858 -1.9746 0.233
H -1.2339 -5.2261 -0.8564 0.266
H -1.7524 -6.5582 -1.9347 0.301
C -3.2763 8.6285 3.5097 -0.572
N -2.4156 9.6491 2.8598 0.960
O -2.9435 10.6447 2.4126 -0.565
O -1.2233 9.4135 2.8178 -0.570
H -4.3046 8.9691 3.4727 0.327
H -3.1500 7.7012 2.9577 0.210
H -2.9374 8.5193 4.5284 0.218
C -4.8645 9.4700 8.0945 -0.711
N -4.0071 8.9218 7.0088 0.856
O -3.4159 9.7110 6.2989 -0.527
O -3.9559 7.7162 6.9031 -0.498
H -4.8086 10.5515 8.0618 0.318
H -5.8772 9.1219 7.9153 0.279
H -4.4826 9.0835 9.0344 0.277
C -1.4111 -2.4168 8.2014 -0.583
N -2.5133 -3.3947 8.4145 0.901
O -3.4831 -3.0296 9.0347 -0.539
O -2.3624 -4.5052 7.9360 -0.552
H -1.6843 -1.4807 8.6730 0.338
H -0.5134 -2.8353 8.6479 0.291
H -1.2940 -2.2968 7.1274 0.122
```

Calculated values
HOMO energy ... -9.173 eV
Orbital gap ... 0.3254 Ha
Multiplicity ... 1

The following is a DFT calculation (the ωB97M-V functional and the def2-TZVPD basis) of a structure of composition C26H59NOP3Ti in a non-equilibrium geometry.

Structure (XYZ):
```
91
Properties=species:S:1:pos:R:3:mulliken_charge:R:1
Ti -0.5852 -0.1382 -0.0616 -1.719
P 0.4222 2.7206 -1.5403 1.065
P -1.4901 -2.1408 -1.1599 1.691
N -2.2102 0.8585 0.1699 0.306
C -1.0451 3.1026 -0.4512 -0.781
H -0.6926 3.3363 0.5666 0.401
H -1.3894 4.0738 -0.8463 0.567
C -2.3268 2.2582 -0.3404 -1.422
H -3.0442 2.7301 0.3463 0.508
H -2.8050 2.3186 -1.3370 0.398
C -3.2486 0.0042 -0.4413 -1.020
H -3.3686 0.2119 -1.5216 0.391
H -4.1937 0.3004 0.0105 0.542
C -3.0488 -1.5015 -0.3198 -1.579
H -3.8775 -1.9926 -0.8607 0.620
H -3.1011 -1.8412 0.7239 0.496
C -1.4622 -3.9557 -0.8395 0.456
C -0.8713 -4.2353 0.5422 -1.257
H -1.4702 -3.7982 1.3505 0.257
H 0.1535 -3.8484 0.6179 0.059
H -0.8311 -5.3195 0.7072 0.593
C -1.9333 -1.9846 -2.9644 0.988
C -0.7166 -2.1023 -3.8942 -1.678
H -1.0153 -1.8119 -4.9116 0.464
H -0.3224 -3.1244 -3.9387 0.383
H 0.0810 -1.4211 -3.5734 0.181
C 0.8614 3.8669 -2.8747 0.590
C 2.2925 3.5628 -3.3550 -1.527
H 2.4001 3.9039 -4.3949 0.429
H 2.5679 2.4976 -3.3546 0.381
H 3.0443 4.0897 -2.7498 0.297
C 1.7243 2.8013 -0.2133 2.552
C 3.0349 2.0873 -0.5335 -1.512
H 3.6302 2.0599 0.3967 0.509
H 3.6270 2.6348 -1.2821 0.445
H 2.8857 1.0485 -0.8692 0.091
C 0.3931 1.3180 -2.7526 -0.873
C -3.0942 -2.8977 -3.3948 -1.591
H -3.6009 -3.3924 -2.5554 0.368
H -3.8532 -2.2900 -3.9136 0.335
H -2.7605 -3.6624 -4.1111 0.418
C 0.5993 5.3339 -2.5647 -1.515
H 0.7628 5.8997 -3.4907 0.495
H -0.4421 5.4880 -2.2547 0.419
H 1.2728 5.7300 -1.7966 0.245
C 1.9946 4.2395 0.2494 -1.921
H 2.5612 4.1904 1.1936 0.458
H 2.6219 4.7995 -0.4642 0.386
H 1.0842 4.8189 0.4557 0.403
C -0.7435 -4.7733 -1.9167 -1.579
H 0.2472 -4.3651 -2.1464 0.303
H -0.6000 -5.7933 -1.5404 0.497
H -1.3142 -4.8498 -2.8480 0.291
H -2.5266 -4.2354 -0.8389 0.678
H 1.2623 2.2713 0.6415 -1.757
H -2.2864 -0.9424 -3.0493 0.251
H 0.1596 3.5811 -3.6795 0.464
O 0.0184 0.2156 -1.9021 -0.342
H -0.0536 1.5088 -3.7984 0.368
H 1.3013 1.1224 -3.4294 0.483
C 0.3837 1.9681 3.2209 -1.749
C 1.3545 0.7948 3.0714 0.577
C 1.9332 0.3958 4.4370 -1.610
P 0.6714 -0.6047 2.0466 1.590
C 2.1892 -1.6901 1.9970 0.493
C 2.1106 -2.9926 2.7957 -1.648
C 2.6192 -1.9550 0.5482 -1.143
C -0.7678 -1.3339 2.9775 2.193
C -0.5058 -1.9304 4.3674 -1.364
C -1.9227 -0.3255 3.0885 -1.552
H -0.3845 1.7687 3.9786 0.341
H -0.1158 2.2436 2.2824 0.527
H 0.9530 2.8488 3.5549 0.425
H 2.1977 1.1240 2.4337 0.155
H 1.1534 0.2663 5.1970 0.360
H 2.5617 -0.5009 4.4078 0.379
H 2.5708 1.2202 4.7832 0.439
H 2.9697 -1.0669 2.4608 0.749
H 1.2650 -3.6228 2.4875 0.224
H 3.0304 -3.5689 2.6160 0.549
H 2.0589 -2.8231 3.8784 0.350
H 3.5195 -2.5901 0.5573 0.543
H 1.8365 -2.4807 -0.0241 0.091
H 2.8750 -1.0253 0.0190 0.110
H -1.0835 -2.1712 2.3273 -1.561
H 0.0810 -2.8554 4.3364 0.376
H -1.4804 -2.1873 4.8103 0.456
H -0.0197 -1.2153 5.0420 0.069
H -2.0487 0.3487 2.2210 0.261
H -2.8654 -0.8923 3.1825 0.489
H -1.8198 0.2859 4.0024 0.429
```

Calculated values
HOMO energy (spin up / spin down) ... -13.846 / -14.510 eV
Orbital gap (spin up / spin down) ... 0.2937 / 0.3232 Ha
Expectation value of S² ... 0.756
Multiplicity ... 2
Total charge ... +2